Entry 1:
This record from OMol25 describes an isolated ion of composition C5H13N2O2 and charge +1 at a distorted geometry. The level of theory is ωB97M-V/def2-TZVPD.

Last column: natural (NBO) charge in e.
Atoms and positions in Å:
N (0.122, -2.674, 1.170)  -0.86
C (0.042, -1.169, 1.382)  0.09
C (1.335, -0.235, 0.932)  -0.43
C (1.136, -0.373, -0.701)  -0.44
C (-0.496, -0.035, -0.764)  -0.11
C (-0.799, 1.476, -1.322)  -0.12
O (0.302, 2.423, -1.014)  -0.28
O (-0.124, 3.653, -0.958)  -0.41
N (-1.068, -0.488, 0.565)  -0.56
H (-0.869, -3.060, 1.198)  0.36
H (0.604, -3.161, 1.958)  0.41
H (-0.008, -1.092, 2.548)  0.23
H (2.383, -0.444, 1.408)  0.28
H (0.906, 0.862, 1.118)  0.22
H (1.446, -1.437, -1.121)  0.25
H (1.860, 0.330, -1.330)  0.27
H (-0.867, -0.893, -1.491)  0.25
H (-1.802, 1.843, -0.801)  0.21
H (-1.031, 1.409, -2.491)  0.23
H (0.147, 4.114, -1.829)  0.47
H (-1.489, 0.208, 1.220)  0.47
H (-1.728, -1.258, 0.322)  0.45

Cartesian forces (eV/Å) of the 6 atoms listed first:
N -1.66 0.78 -0.44
C 3.35 -0.35 2.93
C -1.91 -0.07 -1.66
C 1.24 0.08 0.52
C 2.49 -0.77 -3.52
C -1.94 -0.47 0.06

Total charge   +1
E_LUMO   -3.4 eV
SMILES   N[C@H]1CC[C@H](COO)[NH2+]1
ΔE to the lowest compared entry with this formula, charge and spin   647.6 kJ/mol
HOMO level   -13.654 eV


Entry 2:
This record from OMol25 describes a 2-piece molecular cluster, C5H13N2O3 overall at a distorted geometry. The level of theory is ωB97M-V/def2-TZVPD.

Last column: natural (NBO) charge in e.
Atoms and positions in Å:
C (0.192, -1.779, -0.763)  0.13
C (1.903, 1.792, -0.700)  -0.26
C (-2.150, 1.723, -0.569)  -0.27
C (-0.141, -0.001, 2.452)  -0.28
C (-0.070, 1.139, 0.347)  1.11
N (1.234, -2.601, -0.383)  -0.83
N (-0.644, -2.507, -1.523)  -0.81
O (1.227, 1.361, 0.474)  -0.44
O (-0.715, 1.480, -0.688)  -0.44
O (-0.754, 0.549, 1.302)  -0.45
H (2.789, 2.291, -0.285)  0.22
H (1.228, 2.368, -1.268)  0.21
H (2.319, 0.942, -1.161)  0.22
H (-2.436, 2.308, -1.470)  0.24
H (-2.489, 2.100, 0.353)  0.22
H (-2.540, 0.667, -0.611)  0.21
H (0.934, -0.154, 2.440)  0.22
H (-0.684, -1.006, 2.484)  0.23
H (-0.512, 0.716, 3.290)  0.22
H (1.976, -2.151, 0.045)  0.38
H (1.338, -3.599, -0.367)  0.38
H (-1.401, -2.058, -1.989)  0.40
H (-0.604, -3.579, -1.408)  0.38

Cartesian forces (eV/Å) of the 6 atoms listed first:
C 1.35 -1.86 -0.98
C 1.85 0.60 1.19
C -0.79 -2.83 -2.20
C -2.03 -0.71 2.48
C 0.76 -1.46 1.69
N -1.60 1.36 0.08

Total charge   +1
E_LUMO   -2.7 eV
ΔE to the lowest compared entry with this formula, charge and spin   396.7 kJ/mol
HOMO level   -12.424 eV


Entry 3:
This record from OMol25 describes a 2-piece molecular cluster, C5H13N2OS overall at a distorted geometry. The level of theory is ωB97M-V/def2-TZVPD.

Last column: natural (NBO) charge in e.
Atoms and positions in Å:
C (1.088, 0.606, -0.238)  0.74
C (0.994, 3.182, -0.071)  -0.65
C (0.384, -2.389, -0.349)  -0.47
C (-1.659, -1.527, -0.915)  -0.43
C (0.328, 1.831, 0.003)  -0.12
N (0.653, 0.904, 1.162)  -0.68
N (-0.572, -1.364, 0.039)  -0.61
O (1.911, -0.067, -0.714)  -0.41
S (-0.997, -1.424, 1.727)  0.22
H (0.430, 4.056, 0.363)  0.26
H (1.985, 3.142, 0.358)  0.23
H (1.109, 3.425, -1.165)  0.27
H (0.159, -3.420, 0.207)  0.22
H (0.421, -2.517, -1.491)  0.25
H (1.455, -2.098, 0.019)  0.23
H (-2.157, -2.453, -0.811)  0.21
H (-2.444, -0.697, -0.923)  0.21
H (-1.164, -1.318, -1.906)  0.23
H (-0.804, 1.812, -0.392)  0.28
H (-0.044, 0.187, 1.551)  0.41
H (1.276, 1.333, 1.843)  0.44
H (-2.351, -1.202, 1.703)  0.17

Cartesian forces (eV/Å) of the 6 atoms listed first:
C 0.56 1.21 0.17
C -0.27 0.92 -1.01
C 2.63 -2.34 1.43
C -0.72 3.42 -1.48
C -3.20 -0.52 -2.05
N -0.22 0.27 0.98

Total charge   +1
E_LUMO   -3.6 eV
ΔE to the lowest compared entry with this formula, charge and spin   282.2 kJ/mol
HOMO level   -12.970 eV


Entry 4:
This record from OMol25 describes a 2-piece molecular cluster, C5H13N2S overall at a distorted geometry. The level of theory is ωB97M-V/def2-TZVPD.

Last column: natural (NBO) charge in e.
Atoms and positions in Å:
C (1.787, 1.081, 0.007)  0.23
C (1.772, -0.076, 0.746)  -0.52
C (-0.495, -1.858, -0.465)  -0.36
C (-1.121, 0.324, -1.279)  -0.40
C (-1.246, -0.283, 1.051)  -0.42
N (1.320, 2.251, 0.319)  -0.68
N (-0.633, -0.536, -0.126)  -0.38
S (2.220, -1.589, 0.341)  0.27
H (2.425, 1.118, -1.003)  0.25
H (1.545, 0.136, 1.782)  0.22
H (0.507, -2.244, -0.018)  0.18
H (-1.229, -2.548, -0.024)  0.24
H (-0.402, -2.084, -1.619)  0.24
H (-2.282, 0.053, -1.461)  0.21
H (-1.048, 1.338, -1.158)  0.20
H (-0.542, -0.125, -2.135)  0.22
H (-1.161, 0.840, 1.334)  0.18
H (-2.351, -0.388, 0.956)  0.20
H (-1.066, -0.807, 1.900)  0.23
H (0.898, 2.341, 1.249)  0.42
H (1.101, 3.056, -0.396)  0.46

Cartesian forces (eV/Å) of the 6 atoms listed first:
C 2.46 1.41 -5.30
C -0.07 -1.10 2.12
C 0.75 -2.05 -2.30
C -1.72 -5.33 -0.83
C -4.11 4.91 1.37
N -1.47 1.85 -0.19

Total charge   +1
E_LUMO   -5.8 eV
ΔE to the lowest compared entry with this formula, charge and spin   370.4 kJ/mol
HOMO level   -12.949 eV


Entry 5:
This record from OMol25 describes an isolated ion of composition C5H13N2S and charge +1 at a distorted geometry. The level of theory is ωB97M-V/def2-TZVPD.

Last column: natural (NBO) charge in e.
Atoms and positions in Å:
C (-0.499, 1.740, 0.360)  -0.55
C (0.333, -0.374, -0.070)  -0.04
C (0.500, 1.025, -0.589)  -0.12
C (-1.488, -0.535, -0.491)  -0.34
C (-2.154, -1.607, 0.328)  -0.65
N (1.169, -1.308, -0.657)  -0.86
N (1.902, 1.373, -0.283)  -0.69
S (-2.080, 1.182, -0.350)  0.25
H (-0.602, 1.264, 1.329)  0.23
H (-0.486, 2.765, 0.542)  0.25
H (0.254, -0.318, 1.027)  0.21
H (0.167, 1.185, -1.623)  0.26
H (-1.496, -0.913, -1.570)  0.22
H (-1.455, -2.405, 0.585)  0.21
H (-3.032, -1.990, -0.212)  0.24
H (-2.438, -1.211, 1.288)  0.22
H (0.815, -2.298, -0.459)  0.41
H (1.248, -1.263, -1.654)  0.38
H (2.320, 0.484, -0.324)  0.45
H (1.996, 1.781, 0.677)  0.46
H (2.334, 2.007, -1.037)  0.46

Cartesian forces (eV/Å) of the 6 atoms listed first:
C -1.17 -1.71 -0.84
C -5.36 0.38 -1.38
C -1.81 0.66 2.48
C 3.13 -0.62 -1.04
C -0.03 0.28 0.28
N 0.25 -3.19 0.82

Total charge   +1
E_LUMO   -3.6 eV
SMILES   C[C@H]1SC[C@@H]([NH3+])[C@@H]1N
ΔE to the lowest compared entry with this formula, charge and spin   171.1 kJ/mol
HOMO level   -12.329 eV


Entry 6:
This record from OMol25 describes C5H13N2S as an isolated structure at a distorted geometry. The level of theory is ωB97M-V/def2-TZVPD.

Last column: natural (NBO) charge in e.
Atoms and positions in Å:
C (0.625, 1.657, -1.698)  -0.23
C (0.339, 0.365, -2.673)  -0.54
C (-0.102, 0.098, -0.160)  0.01
C (0.181, 0.064, 2.212)  -0.45
C (-1.169, -1.752, 1.277)  -0.42
N (0.998, 1.000, -0.434)  -0.66
N (0.013, -0.775, 1.057)  -0.39
S (-0.366, -1.000, -1.642)  0.18
H (1.523, 2.180, -2.169)  0.25
H (-0.290, 2.321, -1.454)  0.23
H (-0.631, 0.573, -3.276)  0.24
H (1.134, 0.171, -3.331)  0.24
H (-1.228, 0.819, 0.117)  0.23
H (-0.620, 0.926, 2.106)  0.25
H (0.084, -0.543, 3.191)  0.25
H (1.196, 0.497, 2.306)  0.25
H (-2.057, -1.044, 1.430)  0.24
H (-1.356, -2.391, 0.424)  0.25
H (-1.055, -2.447, 2.089)  0.25
H (1.943, 0.571, -0.403)  0.39
H (0.839, -1.292, 1.034)  0.43

Cartesian forces (eV/Å) of the 6 atoms listed first:
C 0.47 -1.49 -0.71
C -4.61 2.27 0.24
C -2.90 1.18 -0.31
C -1.01 2.16 3.42
C -1.39 2.10 -0.80
N -0.49 -0.16 1.37

Total charge   +1
E_LUMO   -2.9 eV
ΔE to the lowest compared entry with this formula, charge and spin   240.4 kJ/mol
HOMO level   -12.851 eV


Entry 7:
This record from OMol25 describes an isolated ion of composition C5H13N3 and charge -1 at a distorted geometry. The level of theory is ωB97M-V/def2-TZVPD.

Last column: Löwdin spin population.
Atoms and positions in Å:
C (0.140, -1.957, -2.387)  0.04
C (-0.850, -1.170, -1.583)  0.03
C (-0.734, 0.320, -1.162)  0.06
C (0.352, 0.568, -0.116)  0.05
N (-0.230, 0.291, 1.237)  0.02
C (0.488, 0.845, 2.290)  0.26
N (0.197, 2.291, 2.378)  0.12
N (1.333, 0.202, 2.976)  0.04
H (1.179, -2.028, -2.041)  0.01
H (-0.179, -2.966, -2.599)  0.01
H (0.196, -1.529, -3.435)  0.01
H (-1.754, -1.362, -2.318)  0.01
H (-1.139, -1.941, -0.803)  0.01
H (-1.657, 0.698, -0.713)  0.02
H (-0.626, 1.124, -2.006)  0.01
H (1.195, -0.110, -0.320)  0.00
H (0.671, 1.709, -0.061)  0.02
H (-0.235, -0.786, 1.425)  0.02
H (-0.725, 2.579, 2.214)  0.10
H (0.647, 2.791, 3.141)  0.11
H (1.729, 0.429, 3.883)  0.05

Cartesian forces (eV/Å) of the 6 atoms listed first:
C 1.99 1.13 -2.37
C -3.20 -1.73 -1.00
C 0.30 1.12 -0.98
C -0.30 1.72 0.64
N 0.38 -3.02 -0.26
C 0.20 3.75 1.26

2S+1   2
⟨S²⟩   0.75
Total charge   -1
E_LUMO (spin up / spin down)   3.6 / 3.5 eV
ΔE to the lowest compared entry with this formula, charge and spin   158.0 kJ/mol
HOMO level (spin up / spin down)   1.377 / -5.478 eV


Entry 8:
This record from OMol25 describes a 2-piece molecular cluster, C5H13N3 overall at a distorted geometry. The level of theory is ωB97M-V/def2-TZVPD.

Last column: natural (NBO) charge in e.
Atoms and positions in Å:
C (-1.270, 0.116, 0.245)  0.18
C (-1.069, -1.089, -0.428)  -0.09
C (-1.946, 1.265, -0.435)  -0.65
N (-0.968, 0.227, 1.593)  -0.89
N (1.170, 1.319, -0.034)  -0.86
N (-0.941, -2.306, 0.299)  -0.85
C (1.680, 0.154, -0.713)  0.03
C (2.783, -0.480, -0.235)  -0.51
H (-1.630, -1.217, -1.347)  0.17
H (0.012, 0.464, 1.718)  0.36
H (-1.141, -0.420, 2.348)  0.38
H (1.614, 1.492, 0.860)  0.37
H (1.054, 2.164, -0.580)  0.39
H (-1.249, -3.119, -0.217)  0.37
H (-0.011, -2.386, 0.704)  0.37
H (1.601, 0.279, -1.787)  0.19
H (-1.274, 1.717, -1.167)  0.20
H (-2.780, 0.912, -1.039)  0.21
H (-2.305, 2.020, 0.263)  0.23
H (3.036, -0.441, 0.814)  0.18
H (3.635, -0.674, -0.862)  0.21

Cartesian forces (eV/Å) of the 6 atoms listed first:
C -0.36 -3.46 -1.59
C -2.91 1.70 1.77
C 0.40 0.07 -0.70
N 1.49 1.40 1.76
N -0.41 -1.23 0.35
N 0.96 0.39 0.12

E_LUMO   0.9 eV
SMILES   C/C(N)=C/N.C=CN
ΔE to the lowest compared entry with this formula, charge and spin   335.5 kJ/mol
HOMO level   -7.315 eV


Entry 9:
This record from OMol25 describes a single C5H13N3 molecule at a distorted geometry. The level of theory is ωB97M-V/def2-TZVPD.

Last column: natural (NBO) charge in e.
Atoms and positions in Å:
C (0.591, -0.240, -0.502)  -0.07
C (1.342, -1.517, -0.130)  -0.62
C (-1.786, -0.520, -1.376)  -0.61
N (1.220, 0.901, 0.322)  -0.48
C (-0.870, -0.332, -0.201)  -0.15
N (0.787, 2.164, -0.165)  -0.66
N (-0.558, 0.082, 2.144)  -0.88
C (-1.339, -0.253, 1.063)  0.03
H (2.241, 0.809, 0.299)  0.34
H (0.731, -0.030, -1.576)  0.18
H (1.199, 2.392, -1.071)  0.33
H (1.042, 2.881, 0.505)  0.35
H (0.380, 0.559, 1.752)  0.42
H (-1.064, 0.556, 2.878)  0.37
H (-2.412, -0.247, 1.228)  0.18
H (0.933, -2.351, -0.697)  0.22
H (1.220, -1.721, 0.930)  0.23
H (2.406, -1.429, -0.354)  0.19
H (-2.813, -0.655, -1.047)  0.21
H (-1.753, 0.346, -2.041)  0.20
H (-1.496, -1.394, -1.962)  0.19

Cartesian forces (eV/Å) of the 6 atoms listed first:
C 0.84 0.99 0.95
C -0.10 0.22 -0.13
C 0.14 -0.12 0.20
N 0.17 -0.78 -1.17
C -0.64 -0.27 0.46
N 0.03 0.11 -0.11

E_LUMO   1.0 eV
SMILES   C/C(=C/N)[C@H](C)NN
ΔE to the lowest compared entry with this formula, charge and spin   173.8 kJ/mol
HOMO level   -7.138 eV


Entry 10:
This record from OMol25 describes C5H13N3 as an isolated structure at a distorted geometry. The level of theory is ωB97M-V/def2-TZVPD.

Last column: natural (NBO) charge in e.
Atoms and positions in Å:
C (0.115, -1.049, 0.149)  0.47
C (0.455, 0.420, 0.154)  -0.31
C (1.107, 1.045, -1.062)  -0.62
C (-1.116, 0.778, 0.263)  0.22
N (0.095, -1.812, 1.186)  -0.74
N (-0.021, -1.654, -1.090)  -0.85
N (-1.813, 0.760, -0.935)  -0.84
C (-1.595, 1.304, 1.389)  -0.52
H (0.097, -1.310, 2.069)  0.34
H (2.367, -1.639, 1.273)  0.02
H (-0.080, -2.659, -1.012)  0.40
H (0.627, -1.341, -1.802)  0.38
H (-1.627, -0.053, -1.510)  0.39
H (-2.797, 0.969, -0.844)  0.38
H (0.930, 0.708, 1.091)  0.24
H (3.025, -1.249, 1.066)  -0.04
H (-2.587, 1.726, 1.431)  0.19
H (-0.996, 1.403, 2.275)  0.20
H (1.124, 2.132, -0.945)  0.23
H (2.125, 0.675, -1.165)  0.21
H (0.565, 0.847, -1.981)  0.22

Cartesian forces (eV/Å) of the 6 atoms listed first:
C 2.83 -1.72 0.93
C -3.59 -0.35 0.07
C 0.05 -0.01 0.16
C 1.54 2.06 0.14
N -0.95 0.23 -0.69
N -0.07 0.21 -0.30

E_LUMO   1.0 eV
ΔE to the lowest compared entry with this formula, charge and spin   181.2 kJ/mol
HOMO level   -8.200 eV


Entry 11:
This record from OMol25 describes C5H13N3 as an isolated structure at a distorted geometry. The level of theory is ωB97M-V/def2-TZVPD.

Last column: natural (NBO) charge in e.
Atoms and positions in Å:
C (-1.080, 0.153, 1.810)  -0.42
C (1.077, 1.013, 1.094)  -0.41
N (-0.231, 0.482, 0.640)  -0.13
N (-0.824, 1.554, -0.132)  -0.69
H (-1.841, 1.548, -0.028)  0.36
H (-0.625, 1.224, -1.136)  0.40
H (-1.250, 1.047, 2.414)  0.21
H (-2.035, -0.220, 1.444)  0.22
H (0.919, 1.933, 1.658)  0.21
H (1.670, 1.212, 0.202)  0.23
H (1.569, 0.273, 1.720)  0.22
H (-0.587, -0.625, 2.391)  0.24
C (0.345, -0.128, -2.161)  -0.04
C (-0.010, -0.986, -0.358)  -0.03
C (0.865, -1.893, 0.082)  -0.73
N (-0.584, -0.311, -3.014)  -0.70
H (-0.275, -0.280, -3.990)  0.33
H (1.417, -0.134, -2.451)  0.14
H (-1.007, -1.273, -0.665)  0.20
H (1.856, -1.646, 0.431)  0.19
H (0.631, -2.946, 0.050)  0.22

Cartesian forces (eV/Å) of the 6 atoms listed first:
C 0.03 0.00 -0.45
C -0.09 -0.35 -0.16
N -0.31 0.45 -0.05
N 0.19 -0.71 -1.34
H 0.27 -0.36 0.11
H -0.27 0.57 1.37

E_LUMO   0.8 eV
ΔE to the lowest compared entry with this formula, charge and spin   589.8 kJ/mol
HOMO level   -6.553 eV


Entry 12:
This record from OMol25 describes a 2-piece molecular cluster, C5H13N3 overall at a distorted geometry. The level of theory is ωB97M-V/def2-TZVPD.

Last column: natural (NBO) charge in e.
Atoms and positions in Å:
C (-0.036, -1.849, 1.076)  -0.41
C (-2.641, 0.990, -0.282)  -0.70
N (0.393, -1.129, -0.073)  -0.62
C (-1.373, 1.240, 0.480)  0.11
N (-0.570, 2.200, 0.347)  -0.60
H (-0.255, -0.269, -0.221)  0.38
H (-0.746, 2.776, -0.480)  0.33
H (0.763, -2.496, 1.436)  0.25
H (-0.908, -2.457, 0.840)  0.19
H (-0.442, -1.063, 1.828)  0.16
H (-2.923, -0.062, -0.213)  0.23
H (-2.526, 1.245, -1.336)  0.22
H (-3.454, 1.581, 0.141)  0.24
C (1.969, 0.322, -1.182)  -0.69
C (1.726, -0.830, -0.234)  0.46
N (2.604, -1.457, 0.437)  -0.74
H (3.550, -1.127, 0.273)  0.34
H (-1.200, 0.552, 1.402)  0.17
H (3.034, 0.466, -1.350)  0.22
H (1.475, 0.132, -2.133)  0.22
H (1.558, 1.236, -0.755)  0.24

Cartesian forces (eV/Å) of the 6 atoms listed first:
C -1.31 0.71 1.34
C 0.17 -0.42 -0.30
N -1.66 2.20 -1.20
C -0.59 -0.34 2.01
N 0.71 -0.01 -0.21
H 2.03 -2.28 -0.15

E_LUMO   0.9 eV
SMILES   [H]/N=C(\C)NC.[H]/N=C\C
ΔE to the lowest compared entry with this formula, charge and spin   135.7 kJ/mol
HOMO level   -8.702 eV